# 1
Density functional theory data (ωB97M-V with the def2-TZVPD basis set) for a structure of composition C29H31AsBiN4O3S2Si.

Structure (XYZ):
```
72
C29H31AsBiN4O3S2Si ωB97M-V with the def2-TZVPD basis set
Bi -0.32 0.42 1.28
N -4.71 -1.08 1.67
C -3.44 -0.51 1.73
S -2.10 -1.63 1.70
N -3.38 0.78 1.80
N -2.12 1.35 1.95
C -2.00 2.21 3.04
C -0.79 2.41 3.60
C -0.56 3.08 4.86
C 0.66 3.10 5.42
C 1.78 2.50 4.72
C 1.54 1.90 3.53
N 0.31 1.81 2.95
H -4.74 -1.97 1.21
H -5.44 -0.43 1.41
H -2.92 2.62 3.44
H -1.42 3.51 5.37
H 0.82 3.55 6.39
H 2.78 2.55 5.12
H 2.35 1.47 2.95
O 1.47 -0.26 -2.95
C 1.66 0.50 -2.03
O 1.76 0.09 -0.75
C 1.94 1.95 -2.20
C 2.96 2.29 -3.08
C 3.32 3.61 -3.27
C 2.62 4.60 -2.58
C 1.56 4.26 -1.76
C 1.19 2.93 -1.55
S -0.29 2.58 -0.68
H 3.47 1.49 -3.61
H 4.14 3.87 -3.93
H 2.88 5.64 -2.72
H 0.98 5.03 -1.26
C 1.23 -4.88 -3.13
C 0.22 -4.01 -2.73
C 0.50 -2.98 -1.84
C 1.79 -2.82 -1.32
C 2.79 -3.70 -1.73
C 2.52 -4.72 -2.63
Si 2.17 -1.42 -0.15
C 1.33 -1.68 1.48
C 0.15 -2.42 1.61
C -0.47 -2.56 2.85
C 0.07 -1.95 3.97
C 1.25 -1.23 3.87
C 1.88 -1.11 2.64
H 1.02 -5.68 -3.83
H -0.78 -4.12 -3.13
H -0.29 -2.28 -1.56
H 3.80 -3.58 -1.34
H 3.30 -5.40 -2.94
H 3.63 -1.33 0.07
H -0.29 -2.89 0.74
H -1.39 -3.11 2.92
H -0.43 -2.03 4.92
H 1.68 -0.75 4.74
H 2.82 -0.57 2.57
C -3.07 -1.50 -3.00
As -2.01 -0.05 -2.27
C -3.38 1.12 -1.58
C -1.22 0.77 -3.81
O -0.93 -0.75 -1.24
H -3.80 -1.16 -3.73
H -3.58 -1.97 -2.16
H -2.40 -2.23 -3.45
H -4.27 0.97 -2.18
H -3.05 2.15 -1.62
H -3.58 0.85 -0.54
H -1.98 0.98 -4.57
H -0.47 0.09 -4.20
H -0.73 1.70 -3.51
```

Summary:
M	859.71	g mol⁻¹
max |F|	4.99	eV Å⁻¹
total charge	-1
E_tot	-138905.381	eV
E_HOMO	-2.598	eV
LUMO	2.52	eV

# 2
Density functional theory data (ωB97M-V with the def2-TZVPD basis set) for the molecule C7H10.

Structure (XYZ):
```
17
C7H10 ωB97M-V with the def2-TZVPD basis set
C 1.57 0.03 0.85
C 1.23 1.15 0.22
C 0.99 -1.13 0.06
C -0.13 -0.56 -0.83
C -1.51 -0.65 -0.14
C -1.35 0.82 0.34
C -0.06 0.98 -0.55
H 2.38 -0.16 1.55
H 0.64 -1.87 0.77
H 1.92 1.98 0.15
H 1.83 -1.53 -0.53
H -0.11 -0.89 -1.88
H -1.56 -1.41 0.65
H -2.35 -0.80 -0.81
H -2.20 1.47 0.11
H -1.12 0.90 1.41
H -0.19 1.67 -1.38
```

Summary:
ΔE to the lowest compared entry with this formula, charge and spin	1.757	eV
M	94.16	g mol⁻¹
max |F|	1.44	eV Å⁻¹
E_tot	-7419.277	eV
structure (SMILES)	C1=C[C@@H]2CC[C@@H]2C1
E_HOMO	-8.707	eV
LUMO	1.16	eV